No. 1
The following is a quantum chemistry calculation of one molecule with the formula C18H17N3O6, from the Open Molecules 2025 dataset.

Output
* HOMO level: -8.194 eV
* LUMO energy: -0.867 eV
* 2S+1: 1
* frontier orbital gap: 7.33 eV
* SMILES: COCCNC(=O)/C(C#N)=C/c1ccc(-c2ccc(OC)cc2[N+](=O)[O-])o1

Last column: natural (NBO) charge in e.
Geometry (Å):
C (-4.7446, -3.0411, -0.5394)  -0.249
O (-6.0607, -2.5829, -0.3418)  -0.534
C (-6.2238, -1.1870, -0.3423)  -0.068
C (-5.7039, -0.4761, 0.9222)  -0.265
N (-4.2894, -0.1954, 0.8764)  -0.610
C (-3.8095, 0.9993, 0.4653)  0.672
O (-4.5123, 1.9496, 0.1834)  -0.630
C (-2.3157, 1.0710, 0.3933)  -0.286
C (-1.5759, -0.0629, 0.7693)  0.276
N (-1.0320, -1.0136, 1.1192)  -0.318
C (-1.7361, 2.2257, -0.0199)  -0.071
C (-0.3398, 2.4262, -0.1789)  0.197
C (0.3755, 3.5538, -0.5449)  -0.217
C (1.7253, 3.1809, -0.5533)  -0.303
C (1.7581, 1.8434, -0.2129)  0.327
C (2.8742, 0.9284, -0.0666)  -0.126
C (4.0809, 1.3830, 0.4764)  -0.151
C (5.1248, 0.5234, 0.7209)  -0.228
C (5.0052, -0.8471, 0.4517)  0.316
O (6.0711, -1.6130, 0.7557)  -0.479
C (5.9939, -3.0047, 0.5297)  -0.257
C (3.8245, -1.3126, -0.1151)  -0.296
C (2.7852, -0.4315, -0.3836)  0.146
N (1.6586, -0.9792, -1.1069)  0.515
O (1.4172, -2.1538, -0.9488)  -0.361
O (1.0766, -0.2496, -1.8796)  -0.367
O (0.5155, 1.4014, 0.0269)  -0.385
H (-4.2498, -2.4998, -1.3536)  0.171
H (-4.1360, -2.9555, 0.3685)  0.155
H (-4.8242, -4.0942, -0.8052)  0.197
H (-7.3033, -1.0344, -0.4103)  0.194
H (-5.7444, -0.7391, -1.2253)  0.170
H (-6.2108, 0.4876, 1.0111)  0.237
H (-5.9241, -1.0906, 1.7981)  0.210
H (-3.6423, -0.9489, 1.0535)  0.412
H (-2.3895, 3.0541, -0.2581)  0.258
H (-0.0340, 4.5160, -0.7751)  0.234
H (2.5651, 3.7939, -0.8089)  0.234
H (4.1764, 2.4279, 0.7257)  0.225
H (6.0515, 0.8802, 1.1408)  0.233
H (6.9417, -3.4103, 0.8787)  0.206
H (5.1742, -3.4557, 1.0956)  0.185
H (5.8730, -3.2300, -0.5338)  0.181
H (3.6821, -2.3491, -0.3777)  0.253

Forces on atoms 1 to 2 (eV/Å):
0.00 -0.05 -0.02
-0.08 -0.10 0.03

No. 2
The following is a quantum chemistry calculation of one molecule with the formula C18H17N3OS2, from the Open Molecules 2025 dataset.

Output
* HOMO level: -8.715 eV
* LUMO energy: -0.198 eV
* 2S+1: 1
* frontier orbital gap: 8.52 eV
* SMILES: CC(C)(C)C(=O)Nc1c(C#N)sc(SCC#N)c1-c1ccccc1

Last column: natural (NBO) charge in e.
Geometry (Å):
C (-4.2798, -0.7790, -1.1506)  -0.594
C (-3.1492, -0.1178, -0.3614)  -0.150
C (-2.7047, 1.1638, -1.0781)  -0.598
C (-3.6278, 0.1963, 1.0606)  -0.595
C (-1.9828, -1.1055, -0.2905)  0.707
O (-1.9842, -2.1998, -0.7955)  -0.568
N (-0.9067, -0.6305, 0.4233)  -0.635
C (0.3020, -1.2907, 0.5516)  0.192
C (0.4717, -2.6575, 0.5906)  -0.340
C (-0.4809, -3.6779, 0.6604)  0.267
N (-1.1908, -4.5655, 0.8222)  -0.285
S (2.1554, -3.0875, 0.7103)  0.487
C (2.6117, -1.4097, 0.6816)  -0.359
S (4.2809, -0.9105, 0.8741)  0.322
C (5.0404, -1.8555, -0.5196)  -0.630
C (4.4834, -1.3705, -1.7470)  0.266
N (3.9870, -0.9394, -2.6824)  -0.305
C (1.5326, -0.5727, 0.6120)  -0.124
C (1.6042, 0.8941, 0.5629)  0.013
C (2.2968, 1.5329, -0.4605)  -0.210
C (2.3285, 2.9142, -0.5167)  -0.187
C (1.6712, 3.6683, 0.4414)  -0.208
C (0.9837, 3.0376, 1.4647)  -0.205
C (0.9479, 1.6560, 1.5271)  -0.253
H (-5.1418, -0.1188, -1.2029)  0.204
H (-3.9492, -1.0102, -2.1597)  0.223
H (-4.5743, -1.7104, -0.6745)  0.226
H (-2.2678, 0.9260, -2.0457)  0.221
H (-3.5680, 1.8048, -1.2426)  0.218
H (-1.9755, 1.7308, -0.5009)  0.199
H (-4.5078, 0.8343, 1.0171)  0.215
H (-3.8949, -0.7217, 1.5792)  0.222
H (-2.8656, 0.7110, 1.6422)  0.200
H (-0.8690, 0.3583, 0.6313)  0.421
H (6.1113, -1.6579, -0.4696)  0.272
H (4.8389, -2.9189, -0.3807)  0.263
H (2.7955, 0.9448, -1.2164)  0.236
H (2.8666, 3.4028, -1.3146)  0.219
H (1.6967, 4.7465, 0.3936)  0.218
H (0.4767, 3.6212, 2.2190)  0.218
H (0.4377, 1.1640, 2.3449)  0.218

Forces on atoms 1 to 2 (eV/Å):
0.24 -0.02 0.10
-0.25 -0.05 -0.11

No. 3
The following is a quantum chemistry calculation of C18H17N5O3RhS as an isolated structure, from the Open Molecules 2025 dataset.

Output
* HOMO level (alpha / beta): -11.211 / -11.339 eV
* net charge: +1
* expectation value of S²: 6.027
* LUMO energy (alpha / beta): -2.803 / -5.363 eV
* 2S+1: 5
* frontier orbital gap (alpha / beta): 8.41 / 5.98 eV

Last column: Mulliken spin population.
Geometry (Å):
Rh (0.7950, -1.5232, 0.8642)  2.425
O (3.9359, -2.1883, -2.4196)  0.028
C (4.0532, -0.9441, -2.8798)  0.044
C (4.8872, -0.7448, -3.9809)  -0.023
C (5.0451, 0.5167, -4.5020)  0.042
C (4.3820, 1.6249, -3.9502)  -0.006
C (3.5606, 1.4489, -2.8734)  0.024
C (3.3705, 0.1644, -2.3122)  0.045
C (2.4998, -0.0109, -1.1863)  0.006
O (2.3108, -1.1389, -0.6354)  0.082
N (1.9347, 1.1397, -0.6661)  0.572
N (0.9733, 0.9769, 0.1736)  0.273
C (1.0218, 0.8160, 1.4496)  -0.045
C (-0.1670, 0.8300, 2.3299)  0.077
C (-0.9216, 1.9769, 2.5398)  -0.021
C (-1.9465, 1.9610, 3.4709)  0.036
C (-2.2041, 0.8020, 4.1950)  -0.018
C (-1.4683, -0.3539, 3.9879)  0.043
C (-0.4524, -0.3518, 3.0350)  0.005
O (0.2235, -1.4724, 2.7328)  0.289
H (3.3350, -2.1881, -1.6537)  -0.002
H (5.3962, -1.6029, -4.3971)  0.000
H (5.6966, 0.6571, -5.3545)  0.002
H (4.5255, 2.6085, -4.3734)  0.000
H (3.0432, 2.2868, -2.4293)  0.000
H (2.0112, 0.7370, 1.9091)  -0.013
H (-0.6874, 2.8801, 1.9900)  0.002
H (-2.5296, 2.8537, 3.6509)  0.001
H (-2.9965, 0.7986, 4.9324)  -0.001
H (-1.6816, -1.2618, 4.5354)  -0.002
C (-4.7547, 1.1178, 0.7032)  0.001
C (-3.7726, 0.9007, -0.4478)  -0.001
C (-2.9709, -0.3460, -0.2819)  0.006
N (-1.6914, -0.3775, -0.2379)  0.003
N (-1.1837, -1.6373, -0.0267)  0.079
C (-2.1131, -2.5625, 0.0797)  0.027
N (-1.8619, -3.8617, 0.2893)  0.011
S (-3.7083, -1.9226, -0.0813)  0.010
H (-5.2917, 2.0550, 0.5690)  0.000
H (-4.2266, 1.1582, 1.6567)  0.000
H (-5.4958, 0.3184, 0.7554)  0.000
H (-3.0530, 1.7173, -0.5050)  0.001
H (-4.3020, 0.8648, -1.4025)  0.000
H (-0.9166, -4.2008, 0.3133)  -0.002
H (-2.6038, -4.5219, 0.4337)  -0.001

Forces on atoms 1 to 2 (eV/Å):
0.11 -0.17 -0.42
-0.01 -0.06 0.03

No. 4
The following is a quantum chemistry calculation of C18H18Br2MnN2O5PSTe as an isolated structure, from the Open Molecules 2025 dataset.

Output
* HOMO level (alpha / beta): -7.253 / -7.251 eV
* expectation value of S²: 2.052
* LUMO energy (alpha / beta): -0.474 / -0.761 eV
* 2S+1: 3
* frontier orbital gap (alpha / beta): 6.78 / 6.49 eV

Last column: Mulliken spin population.
Geometry (Å):
Mn (-0.1059, 0.4099, -0.2921)  2.057
Br (-2.8690, -0.1348, -4.4254)  0.001
C (-1.0302, -0.3871, -4.1350)  0.022
C (-0.1957, -0.7496, -5.2196)  -0.008
C (1.1406, -0.9664, -5.0502)  0.015
Br (2.2039, -1.4603, -6.5337)  0.000
C (1.7302, -0.8238, -3.7671)  -0.009
C (3.0915, -1.0246, -3.4316)  0.016
C (3.5184, -0.8593, -2.1453)  -0.010
C (2.5951, -0.4817, -1.1477)  0.029
N (1.3359, -0.2915, -1.4518)  -0.075
C (0.8790, -0.4572, -2.7226)  -0.008
C (-0.5168, -0.2385, -2.8702)  -0.019
O (-1.2070, 0.0489, -1.7820)  -0.010
H (-0.6393, -0.8584, -6.1994)  0.000
H (3.7875, -1.3123, -4.2083)  0.001
H (4.5509, -1.0158, -1.8693)  0.000
H (2.8711, -0.3569, -0.1079)  -0.003
O (0.4679, 1.1518, 1.3295)  0.010
N (1.0617, 2.3476, 1.3953)  -0.002
C (1.6382, 2.6571, 2.5796)  -0.001
C (2.2337, 3.8745, 2.7357)  0.000
C (2.2253, 4.7688, 1.6547)  0.000
C (1.6340, 4.4199, 0.4696)  0.002
C (1.0268, 3.1601, 0.3195)  -0.001
S (0.2333, 2.5714, -1.0823)  -0.019
H (1.5758, 1.8681, 3.3133)  0.000
H (2.6974, 4.1176, 3.6791)  0.000
H (2.6908, 5.7400, 1.7542)  0.000
H (1.6176, 5.0908, -0.3767)  0.000
C (-2.3895, -3.3126, 4.4753)  0.000
C (-1.1854, -3.4517, 3.5778)  0.000
O (-1.2714, -2.4233, 2.5779)  -0.001
P (-0.1164, -2.2197, 1.5002)  0.004
O (-0.7377, -1.0954, 0.6468)  0.003
Te (2.0366, -2.0188, 2.3933)  0.003
O (-0.1182, -3.5265, 0.5954)  0.002
C (-1.2839, -3.8434, -0.2066)  0.002
C (-0.9949, -3.5210, -1.6526)  -0.007
H (-2.3317, -4.0339, 5.2918)  0.000
H (-3.3137, -3.4882, 3.9261)  0.000
H (-2.4291, -2.3125, 4.9052)  0.000
H (-1.1662, -4.4227, 3.0766)  0.000
H (-0.2497, -3.3277, 4.1286)  0.000
H (-2.1455, -3.2797, 0.1545)  -0.001
H (-1.4725, -4.9046, -0.0472)  0.000
H (-0.8757, -2.4452, -1.7784)  0.007
H (-1.8213, -3.8491, -2.2860)  0.000
H (-0.0868, -4.0245, -1.9851)  0.000

Forces on atoms 1 to 2 (eV/Å):
-0.11 0.22 0.07
-0.02 0.00 0.00

No. 5
The following is a quantum chemistry calculation of C18H18CeClO as an isolated structure, from the Open Molecules 2025 dataset.

Output
* HOMO level (alpha / beta): -11.585 / -11.585 eV
* net charge: +1
* LUMO energy (alpha / beta): -6.011 / -4.989 eV
* 2S+1: 1
* frontier orbital gap (alpha / beta): 5.57 / 6.60 eV

Last column: Löwdin charge in e.
Geometry (Å):
C (0.4504, -1.6114, 4.1377)  -0.285
C (-0.8622, -1.8337, 3.6532)  -0.253
C (-0.7628, -2.2066, 2.2972)  -0.144
H (-1.7738, -1.7355, 4.2181)  0.068
C (0.6023, -2.2071, 1.9466)  -0.156
C (1.3596, -1.8403, 3.0777)  -0.146
H (2.4321, -1.7551, 3.1295)  0.149
H (0.7110, -1.3247, 5.1417)  0.062
H (-1.5826, -2.4234, 1.6368)  0.141
H (0.9934, -2.3983, 0.9598)  0.142
C (-0.9370, 2.1643, 2.8320)  -0.132
C (-0.6018, 1.6741, 4.1048)  -0.223
C (0.8025, 1.5025, 4.1532)  -0.181
H (-1.2943, 1.4393, 4.8960)  0.016
C (1.3394, 1.8902, 2.9041)  -0.160
C (0.2551, 2.2926, 2.0881)  -0.165
H (0.3150, 2.6024, 1.0580)  0.145
H (-1.9296, 2.3572, 2.4654)  0.147
H (1.3668, 1.1451, 4.9970)  0.144
H (2.3826, 1.8967, 2.6352)  0.149
Ce (0.0302, 0.0106, 2.5421)  1.410
O (-0.2804, -0.1412, -1.4473)  -0.081
C (-1.3812, -0.9083, -1.9243)  -0.094
C (-0.1036, -0.9069, -2.6438)  -0.239
H (-1.6575, -1.7621, -1.3130)  0.107
H (-2.2078, -0.3340, -2.3305)  0.125
H (0.5340, -1.7780, -2.5167)  0.148
H (0.8332, -1.8957, -4.9545)  0.115
C (0.5673, -0.8486, -5.0342)  -0.034
C (0.0829, -0.1739, -3.9167)  -0.188
C (-0.2376, 1.1763, -4.0272)  -0.032
H (-0.5845, 1.7074, -3.1514)  0.111
C (-0.0852, 1.8348, -5.2370)  -0.070
H (-0.3313, 2.8860, -5.3095)  0.107
C (0.3874, 1.1539, -6.3509)  -0.075
H (0.5074, 1.6707, -7.2938)  0.108
C (0.7152, -0.1903, -6.2456)  -0.070
H (1.0930, -0.7260, -7.1064)  0.109
Cl (-1.1480, -0.4025, 5.9280)  0.225

Forces on atoms 1 to 2 (eV/Å):
1.54 -2.65 0.74
-0.36 -3.05 0.13

Number 1: E -35692.8207 eV, strongest force on any atom 1.444 eV/Å. Number 2: E -47130.2058 eV, strongest force on any atom 1.186 eV/Å. Number 3: E -46368.9635 eV, strongest force on any atom 0.468 eV/Å. Number 4: E -231001.0210 eV, strongest force on any atom 0.589 eV/Å. Number 5: E -46443.2058 eV, strongest force on any atom 7.011 eV/Å.